Run one
The following is a quantum chemistry calculation of a cluster of 5 separate species, C2H14NO5 in total, from OMol25.

The geometry in XYZ format:
```
22
Properties=species:S:1:pos:R:3:mulliken_charge:R:1
O -0.858 -1.844 0.015 -0.446
C 0.243 -1.411 0.251 0.018
C 0.395 0.048 0.586 -0.674
N -0.895 0.716 0.142 -0.273
H 1.122 -2.036 0.185 0.480
H 0.324 0.224 1.667 0.460
H 1.272 0.495 0.140 0.426
H -0.940 0.670 -0.875 0.345
H -1.737 0.114 0.404 0.306
H -1.034 1.658 0.503 0.359
H -3.570 -0.788 1.320 0.325
H -3.707 -1.044 -0.188 0.327
O -3.306 -0.446 0.455 -0.666
H 3.250 -0.633 1.798 0.291
H 3.882 -1.733 0.977 0.292
O 3.041 -1.284 1.117 -0.573
H 0.618 1.016 -3.041 0.278
H 0.259 -0.481 -2.968 0.285
O 0.248 0.340 -2.465 -0.572
H 0.886 3.193 -0.829 0.302
H 1.560 3.699 0.401 0.312
O 0.920 3.031 0.122 -0.602
```

Computed properties:
frontier orbital gap	10.9	eV
total charge	+1

---

Run two
The following is a quantum chemistry calculation of a cluster of 5 separate species, C2H14NO5 in total, from OMol25.

The geometry in XYZ format:
```
22
Properties=species:S:1:pos:R:3:mulliken_charge:R:1
O 0.483 -1.958 2.765 -0.462
C 0.509 -1.641 1.534 0.198
C -0.948 -1.245 1.050 -0.511
N -1.132 0.142 1.408 -0.400
H 1.410 -1.639 0.875 0.241
H -1.264 -1.346 -0.053 0.245
H -1.725 -1.936 1.282 0.409
H -0.349 0.819 0.883 0.491
H -1.975 0.586 1.073 0.408
H -1.276 0.180 2.473 0.338
H 1.372 -3.705 -1.440 0.333
H 1.938 -2.426 -1.140 0.323
O 1.144 -2.777 -1.586 -0.632
H 1.498 1.255 0.093 0.287
H 1.476 1.644 1.565 0.297
O 1.105 1.042 0.882 -0.521
H 0.260 2.781 -3.416 0.314
H -0.274 3.726 -2.418 0.344
O 0.226 2.887 -2.514 -0.665
H -0.700 1.784 -1.515 0.333
H -0.909 0.504 -1.156 0.288
O -0.869 1.322 -0.644 -0.658
```

Computed properties:
frontier orbital gap	10.7	eV
total charge	+1

---

run one ends up most stable, edging out the next structure by 60.6 kcal/mol.